a:
ORCA calculation (wB97M-V/def2-TZVPD) on a cluster of 4 separate species, H8O4 in total.

Geometry as XYZ:
```
12
H8O4, DFT wB97M-V/def2-TZVPD
O -17.9272 3.0673 -13.8569
H -17.4213 3.6438 -14.4296
H -17.7049 2.1833 -14.1493
O -19.4516 1.1249 -18.3754
H -18.7657 1.7008 -18.0376
H -19.5888 0.4815 -17.6801
O -13.6682 1.9704 -18.7964
H -13.3669 1.1406 -18.4265
H -14.0794 1.7280 -19.6261
O -16.9515 3.6844 -17.8954
H -16.0999 3.2546 -17.9747
H -16.9794 4.2989 -18.6287
```

Properties
**SMILES**: O.O.O.O
**Molecular weight**: 72.1 u
**HOMO level**: -11.4 eV
**HOMO-LUMO gap**: 11.681 eV
**Charge**: 0


b:
ORCA calculation (wB97M-V/def2-TZVPD) on a cluster of 4 separate species, H8O4 in total.

Geometry as XYZ:
```
12
H8O4, DFT wB97M-V/def2-TZVPD
O 2.0262 -3.4011 -1.7116
H 1.0874 -3.5151 -1.5236
H 2.4645 -3.5331 -0.8631
O 0.2843 -0.2733 -0.0048
H 1.0220 -0.6251 0.5063
H 0.3357 -0.7251 -0.8559
O -2.3967 1.3070 1.6590
H -1.4755 1.4189 1.3725
H -2.7732 2.1892 1.5906
O -0.0383 2.5254 0.2783
H -0.4237 3.0382 -0.4407
H -0.1128 1.5941 -0.0070
```

Properties
**SMILES**: O.O.O.O
**Molecular weight**: 72.1 u
**HOMO level**: -10.9 eV
**HOMO-LUMO gap**: 11.110 eV
**Charge**: 0


Which of them is the least stable? Correct choice: a.


a:
ORCA calculation (wB97M-V/def2-TZVPD) on a cluster of 4 separate species, H8O4 in total.

Geometry as XYZ:
```
12
H8O4, DFT wB97M-V/def2-TZVPD
O -2.5455 0.9782 0.2766
H -1.6361 0.9961 -0.2593
H -2.1786 1.4752 1.1712
O -0.6101 -0.8683 -1.8334
H -1.2140 -0.7443 -1.1079
H -0.7606 -1.3506 -2.6897
O 1.1818 1.5168 0.7501
H 1.6650 2.2806 0.3454
H 1.5548 0.4910 0.9533
O 1.7632 -1.2469 0.7755
H 1.5593 -1.8005 1.5373
H 1.2209 -1.7275 0.0810
```

Properties
**SMILES**: O.O.O.O
**Molecular weight**: 72.1 u
**HOMO level**: -10.5 eV
**HOMO-LUMO gap**: 10.954 eV
**Charge**: 0


b:
ORCA calculation (wB97M-V/def2-TZVPD) on a cluster of 4 separate species, H8O4 in total.

Geometry as XYZ:
```
12
H8O4, DFT wB97M-V/def2-TZVPD
O -2.0651 0.9051 -0.4291
H -1.5531 0.2761 -0.8901
H -2.9011 0.4801 -0.6421
O 1.8809 1.4501 -0.8431
H 2.6419 1.9971 -0.6641
H 1.3039 2.1241 -1.1121
O 0.0999 -0.1879 0.9309
H 0.8249 0.4681 0.9849
H -0.7461 0.2871 0.8899
O 0.4399 -2.8819 0.6329
H 0.5469 -1.9229 0.8679
H -0.4731 -2.9949 0.2739
```

Properties
**SMILES**: O.O.O.O
**Molecular weight**: 72.1 u
**HOMO level**: -10.3 eV
**HOMO-LUMO gap**: 10.726 eV
**Charge**: 0


Which of them is the least stable? Correct choice: a.


a:
ORCA calculation (wB97M-V/def2-TZVPD) on a cluster of 4 separate species, H8O4 in total.

Geometry as XYZ:
```
12
H8O4, DFT wB97M-V/def2-TZVPD
O 15.1050 -1.2490 -20.3010
H 14.5680 -0.6830 -19.7330
H 15.9550 -1.4080 -19.7980
O 15.8610 0.4430 -17.3890
H 16.7510 0.3200 -17.8130
H 15.3460 1.0770 -17.9120
O 17.5740 -1.2080 -19.1150
H 18.2890 -0.6770 -19.5610
H 18.0560 -1.8460 -18.6160
O 18.9150 -2.7910 -16.9890
H 19.6950 -3.0820 -16.5660
H 18.5420 -3.6480 -17.1500
```

Properties
**SMILES**: O.O.O.O
**Molecular weight**: 72.1 u
**HOMO level**: -10.4 eV
**HOMO-LUMO gap**: 10.771 eV
**Charge**: 0


b:
ORCA calculation (wB97M-V/def2-TZVPD) on a cluster of 4 separate species, H8O4 in total.

Geometry as XYZ:
```
12
H8O4, DFT wB97M-V/def2-TZVPD
O -0.5986 0.3532 0.5243
H -1.2917 0.7878 1.0343
H -0.8249 0.5162 -0.4034
O -0.2993 0.8534 -2.3883
H -0.5104 1.5575 -3.0087
H 0.6621 0.7951 -2.3956
O -1.0848 -2.4585 1.0569
H -0.6624 -2.9276 0.3327
H -0.9224 -1.5178 0.8787
O 2.0613 1.0000 1.5342
H 1.1452 0.9614 1.2222
H 2.3258 0.0793 1.6128
```

Properties
**SMILES**: O.O.O.O
**Molecular weight**: 72.1 u
**HOMO level**: -11.0 eV
**HOMO-LUMO gap**: 11.292 eV
**Charge**: 0


Which of them is the least stable? Correct choice: a.


a:
ORCA calculation (wB97M-V/def2-TZVPD) on an isolated molecule of C3H9N3O2.

Geometry as XYZ:
```
17
C3H9N3O2, DFT wB97M-V/def2-TZVPD
C -1.3830 -0.5607 -0.8905
C 1.3920 1.3931 0.2878
N 0.7510 0.1174 -0.0231
C -0.9467 0.1323 0.2781
N 1.5508 -0.9977 0.4226
O -0.8947 -1.8635 -1.0985
O -2.7301 -0.5684 -1.2193
N -1.5343 0.9622 1.0228
H -3.2423 -0.3437 -0.4306
H -1.0215 -2.3728 -0.2745
H 0.2763 0.0680 -1.1203
H 1.4895 -1.7151 -0.3030
H 2.5590 -0.8678 0.4525
H -0.9806 1.4166 1.7464
H 1.0649 2.1664 -0.4087
H 2.4800 1.3269 0.2495
H 1.1697 1.7068 1.3088
```

Properties
**Molecular weight**: 119.1 u
**HOMO level**: -6.9 eV
**HOMO-LUMO gap**: 7.296 eV
**Charge**: 0


b:
ORCA calculation (wB97M-V/def2-TZVPD) on a structure of composition C3H9N3O2.

Geometry as XYZ:
```
17
C3H9N3O2, DFT wB97M-V/def2-TZVPD
C 0.9897 1.8182 -0.3244
C -1.8832 -0.3455 0.9582
N 0.9514 0.4553 0.1849
N -1.3200 -0.0360 -0.3452
C 0.4036 -0.5597 -0.3995
O 2.5975 -0.0955 0.2241
O -1.9201 -0.8265 -1.3077
N 0.5456 -1.7602 -0.7305
H 2.6849 -0.2878 1.1724
H -1.4776 -1.7050 -1.2563
H 1.5295 -2.0304 -0.6997
H 1.9426 2.0770 -0.7890
H 0.8246 2.4990 0.5101
H 0.2354 2.0445 -1.0802
H -1.7241 -1.4009 1.2165
H -2.9586 -0.1337 0.9494
H -1.4212 0.2872 1.7168
```

Properties
**Molecular weight**: 119.1 u
**HOMO level (spin up / spin down)**: -9.0 / -9.0 eV
**HOMO-LUMO gap (spin up / spin down)**: 8.879 / 8.880 eV
**Charge**: 0


Which of them is the least stable? Correct choice: b.


a:
ORCA calculation (wB97M-V/def2-TZVPD) on a cluster of 3 separate species, C3H9N3O2 in total.

Geometry as XYZ:
```
17
C3H9N3O2, DFT wB97M-V/def2-TZVPD
C 1.4165 -0.6569 0.9215
N 0.8594 -0.2200 -0.3352
C 0.2881 0.9957 -0.5416
N 0.6330 1.9859 0.3706
O -0.3152 1.2607 -1.5751
H 1.5881 -1.7251 0.8596
H 0.7393 -0.4532 1.7530
H 2.3682 -0.1604 1.1272
H 0.6275 -0.9296 -1.0211
H 1.3896 1.8327 1.0175
H 0.4373 2.9213 0.0462
C -2.2041 0.6160 0.2294
N -2.1951 -0.5185 0.4085
H -2.4102 1.6397 0.0454
O -0.7298 -2.3774 -1.0031
H -1.1165 -2.3609 -1.8809
H -1.3761 -1.8501 -0.4218
```

Properties
**SMILES**: CNC(N)=O.C#N.O
**Molecular weight**: 119.1 u
**HOMO level**: -9.4 eV
**HOMO-LUMO gap**: 10.251 eV
**Charge**: 0


b:
ORCA calculation (wB97M-V/def2-TZVPD) on an isolated molecule of C3H9N3O2.

Geometry as XYZ:
```
17
C3H9N3O2, DFT wB97M-V/def2-TZVPD
C 0.5570 -0.7946 -1.2446
C -0.1268 -0.3652 0.0684
C -1.2207 -1.2804 0.5040
N 0.9038 -0.0907 1.0254
N -0.8914 0.9819 -0.3366
N -0.4206 2.0974 -0.3661
O -0.9672 3.0835 -0.8322
O 0.6923 2.4087 0.3722
H 1.2713 0.0608 -1.4712
H 1.3554 -1.6451 -1.0185
H -0.2233 -0.9405 -2.0696
H -1.4453 -1.1201 1.5061
H -0.9790 -2.2293 0.2243
H -2.0641 -0.9766 -0.1571
H 0.6097 -0.3604 2.0427
H 1.8063 -0.5624 0.8235
H 1.1423 1.7328 0.9294
```

Properties
**SMILES**: CC(C)(N)/N=[N+](/[O-])O
**Molecular weight**: 119.1 u
**HOMO level**: -9.6 eV
**HOMO-LUMO gap**: 10.171 eV
**Charge**: 0


Which of them is the least stable? Correct choice: b.


a:
ORCA calculation (wB97M-V/def2-TZVPD) on a cluster of 2 separate species, C3H9N3O2 in total.

Geometry as XYZ:
```
17
C3H9N3O2, DFT wB97M-V/def2-TZVPD
H -1.5088 1.9402 -0.8472
N -0.8934 1.3286 -0.3221
C -1.5010 0.2500 -0.0259
N -0.9548 -0.6972 0.7829
C -1.8155 -1.6099 1.5139
H -2.4673 -0.0374 -0.4421
H -0.1448 -0.3469 1.2785
H -1.2411 -2.4128 1.9657
H -2.4978 -2.0722 0.7963
H -2.4257 -1.1139 2.2717
N 2.6493 -0.1694 -0.7768
C 2.4621 1.0582 -1.3926
O 2.8460 1.3196 -2.4948
O 1.8600 1.9768 -0.5680
H 2.2921 -0.2103 0.1637
H 2.4469 -0.9868 -1.3289
H 0.8939 1.7834 -0.5743
```

Properties
**SMILES**: [H]/N=C/NC.NC(=O)O
**Molecular weight**: 119.1 u
**HOMO level**: -9.8 eV
**HOMO-LUMO gap**: 10.383 eV
**Charge**: 0


b:
ORCA calculation (wB97M-V/def2-TZVPD) on a cluster of 2 separate species, C3H9N3O2 in total.

Geometry as XYZ:
```
17
C3H9N3O2, DFT wB97M-V/def2-TZVPD
N -0.2594 0.8262 -1.4032
C -0.7614 0.4038 -0.2216
O -0.6408 1.0072 0.8352
C -2.1999 -0.3943 -0.3627
O -2.7904 -0.5189 0.8916
H -0.8023 0.7609 -2.2467
H 0.7510 0.8597 -1.5089
H -2.0866 -1.3780 -0.8314
H -2.8119 0.2459 -1.0117
H -2.2135 -0.0394 1.5144
C 1.8221 -1.3380 0.8669
N 2.1215 -0.4587 -0.0052
N 2.1153 0.8789 0.2386
H 2.4411 -2.2201 0.8896
H 0.9388 -1.2857 1.5009
H 1.5670 1.1802 1.0471
H 2.8094 1.4702 -0.1928
```

Properties
**SMILES**: NC(=O)CO.C=NN
**Molecular weight**: 119.1 u
**HOMO level**: -8.4 eV
**HOMO-LUMO gap**: 9.187 eV
**Charge**: 0


c:
ORCA calculation (wB97M-V/def2-TZVPD) on a cluster of 3 separate species, C3H9N3O2 in total.

Geometry as XYZ:
```
17
C3H9N3O2, DFT wB97M-V/def2-TZVPD
N -1.3152 1.1802 0.3596
N -2.3312 0.8137 0.2191
O -3.4163 0.4259 0.0474
C 0.8884 -0.5707 1.0287
C 0.8548 0.1844 -0.2283
C 1.4491 1.5756 -0.1874
N 0.1641 -0.2776 -1.2215
H 1.7226 -0.4585 1.6891
H -0.0255 -0.4695 1.5572
H 0.7878 -1.6313 0.8621
H 1.5287 1.7387 0.8726
H 0.7846 2.2023 -0.7076
H 2.5062 1.7461 -0.6892
H 0.1167 0.1982 -2.0883
O -1.3746 -2.2670 -0.2270
H -0.9185 -1.4160 -0.4496
H -1.4216 -2.9743 -0.8368
```

Properties
**SMILES**: N#[N+][O-].CC(C)=N.O
**Molecular weight**: 119.1 u
**HOMO level**: -9.8 eV
**HOMO-LUMO gap**: 10.706 eV
**Charge**: 0


Which of them is the least stable? Correct choice: c.